--- w ---
Below is a 2-piece molecular cluster, C5H8N overall, with properties calculated with ωB97M-V/def2-TZVPD.

Computed properties:
Total charge: +1
Frontier orbital gap, eV: 9.016
Highest occupied orbital energy, eV: -13.19
Molar mass, g mol⁻¹: 82.126
Lowest unoccupied orbital energy, eV: -4.2

Last column: Mulliken charge in e.
Atoms and positions in Å:
C 2.234 0.830 -0.291  -0.164
C 2.695 -0.342 -0.030  -0.091
C -2.974 0.022 -0.188  -0.439
C -1.871 0.559 0.186  -0.092
C 0.190 -0.645 -0.092  -0.908
N 1.326 -0.018 0.488  -0.043
H 2.224 1.801 -0.726  0.357
H 3.343 -1.187 -0.046  0.368
H -3.896 0.579 -0.036  0.256
H -3.085 -0.943 -0.649  0.260
H -1.517 1.451 0.645  0.323
H 0.222 -0.712 -1.168  0.389
H -0.123 -1.542 0.416  0.434
H 1.232 0.146 1.493  0.350

--- x ---
Below is a 2-piece molecular cluster, C5H8N overall, with properties calculated with ωB97M-V/def2-TZVPD.

Computed properties:
Total charge: +1
Frontier orbital gap (spin up / spin down), eV: 7.447 / 8.599
Highest occupied orbital energy (spin up / spin down), eV: -12.36 / -13.18
Molar mass, g mol⁻¹: 82.126
Lowest unoccupied orbital energy (spin up / spin down), eV: -4.9 / -4.6

Last column: Mulliken charge in e.
Atoms and positions in Å:
C -3.401 -0.316 -1.248  -0.440
C -2.205 0.862 -1.685  -0.249
C 0.161 -0.327 0.301  -0.622
C 1.277 -0.864 0.745  0.100
C -1.946 -0.159 -0.983  0.042
N 2.352 0.011 1.411  -0.311
H -4.085 -0.036 -0.453  0.244
H -3.596 -1.093 -1.872  0.281
H -2.087 1.772 -2.171  0.403
H -0.084 0.759 0.252  0.137
H 1.581 -1.904 0.550  0.330
H 2.249 -0.321 2.384  0.374
H 1.988 0.930 1.262  0.327
H 3.261 -0.385 1.078  0.385

Consider the structures shown above. The most stable of them is w.